[1]
The following is a quantum chemistry calculation of C20H21N3O in the gas phase, from OMol25.

Last column: natural (NBO) charge in e.
Positions of all 45 atoms, in Å:
1 O -2.0899 -2.2830 -1.4905  -0.628
2 C -1.6080 -2.0416 -0.4004  0.698
3 N -0.2689 -1.8824 -0.2470  -0.449
4 C 0.4190 -1.6282 1.0032  -0.219
5 H 0.1539 -2.3929 1.7409  0.208
6 C 1.9366 -1.6568 0.8029  -0.205
7 N 2.3362 -0.6937 -0.1912  -0.458
8 C 3.4794 0.0629 -0.0796  0.275
9 C 4.5162 -0.2982 0.7893  -0.313
10 C 5.6537 0.4773 0.8951  -0.170
11 C 5.8042 1.6243 0.1350  -0.269
12 C 4.7926 1.9846 -0.7384  -0.179
13 C 3.6464 1.2228 -0.8467  -0.308
14 H 2.8693 1.5424 -1.5225  0.213
15 H 4.8914 2.8765 -1.3405  0.211
16 H 6.6967 2.2251 0.2192  0.211
17 H 6.4373 0.1733 1.5744  0.209
18 H 4.4481 -1.2023 1.3746  0.208
19 C 1.4486 -0.5519 -1.3255  -0.218
20 H 0.8102 0.3396 -1.2261  0.186
21 C 0.5561 -1.7818 -1.4345  -0.234
22 H 1.1634 -2.6846 -1.5622  0.192
23 H -0.1177 -1.6963 -2.2894  0.260
24 H 2.0398 -0.4511 -2.2415  0.211
25 H 2.4007 -1.4019 1.7580  0.221
26 H 2.2525 -2.6755 0.5317  0.183
27 H 0.1435 -0.6444 1.4068  0.192
28 C -2.4919 -1.8871 0.8312  -0.513
29 C -3.5123 -0.8349 0.5281  -0.097
30 C -4.8502 -1.0147 0.3395  0.000
31 N -5.4501 0.1786 0.0411  -0.520
32 C -4.5004 1.1569 0.0110  0.121
33 C -4.6125 2.5156 -0.2553  -0.234
34 C -3.4611 3.2715 -0.2209  -0.218
35 C -2.2234 2.6927 0.0724  -0.225
36 C -2.1078 1.3480 0.3411  -0.225
37 C -3.2545 0.5549 0.3149  -0.032
38 H -1.1439 0.9158 0.5642  0.200
39 H -1.3433 3.3194 0.0865  0.209
40 H -3.5111 4.3307 -0.4260  0.212
41 H -5.5697 2.9606 -0.4850  0.212
42 H -6.4269 0.3052 -0.1602  0.412
43 H -5.4252 -1.9187 0.3999  0.210
44 H -3.0007 -2.8377 1.0017  0.243
45 H -1.9261 -1.6187 1.7208  0.217

The value obtained for the gap between HOMO and LUMO is 8.3473 eV.


[2]
The following is a quantum chemistry calculation of C5H8ClFO in the gas phase, from OMol25.

Last column: natural (NBO) charge in e.
Positions of all 16 atoms, in Å:
1 C -1.0966 -0.2532 -0.0897  0.033
2 C -0.3367 -0.4978 1.1600  -0.214
3 C 1.1218 -0.3604 0.6939  -0.415
4 C 1.0920 0.7682 -0.3461  -0.455
5 C -0.3891 0.9606 -0.6989  0.190
6 H -1.3064 -1.0828 -1.8278  0.486
7 H -2.1847 -0.0827 0.0381  0.184
8 H -0.5293 0.3026 1.8923  0.219
9 H 1.4813 -1.2808 0.2167  0.234
10 H 1.7891 -0.1003 1.5092  0.217
11 H 1.6687 0.5135 -1.2523  0.239
12 H 1.6100 1.6717 -0.0150  0.217
13 H -0.7780 1.9063 -0.3054  0.175
14 O -0.8701 -1.3645 -0.9617  -0.710
15 F -0.6116 0.8814 -2.0795  -0.370
16 Cl -0.6604 -1.9817 2.0662  -0.029

The value obtained for the gap between HOMO and LUMO is 11.3924 eV.


[3]
The following is a quantum chemistry calculation of a molecular structure, C32H56HfN3OP2, from OMol25.

Last column: Löwdin charge in e.
Positions of all 95 atoms, in Å:
1 C -2.3930 1.1085 -1.3124  -0.304
2 C -0.2086 1.0813 -2.2046  -0.298
3 C -2.8377 1.8552 -2.4011  0.023
4 C -0.5999 1.8762 -3.2725  0.021
5 C -1.9327 2.2691 -3.3601  0.028
6 H -3.8889 2.1404 -2.4289  0.144
7 H 0.1456 2.1575 -4.0207  0.142
8 H -2.2500 2.9122 -4.1853  0.146
9 N -1.1077 0.7040 -1.2614  -0.009
10 P -2.3067 0.6111 1.4213  1.031
11 P 1.3561 -1.2137 -1.4638  1.148
12 C -3.3028 0.8198 -0.1243  -0.226
13 H -4.0124 1.6530 0.0199  0.108
14 H -3.9073 -0.0880 -0.3060  0.108
15 C 1.2356 0.6857 -1.9728  -0.238
16 H 1.8433 0.7889 -2.8796  0.104
17 C 3.1926 -1.4960 -1.0125  -0.636
18 C 0.8502 -2.2426 -2.9586  -0.641
19 C -1.8804 2.4007 1.9868  -0.639
20 C -3.3898 -0.3330 2.6352  -0.674
21 C 3.3660 -1.3770 0.5112  -0.107
22 H 2.9060 -2.2153 1.0539  0.067
23 H 4.4436 -1.3701 0.7387  0.115
24 H 2.9585 -0.4462 0.9265  0.037
25 C 3.6653 -2.8977 -1.4258  -0.069
26 H 3.0809 -3.6879 -0.9377  0.085
27 H 3.6372 -3.0442 -2.5116  0.079
28 H 4.7119 -3.0061 -1.0960  0.115
29 C 4.0662 -0.4402 -1.6981  -0.058
30 H 5.1186 -0.7657 -1.6271  0.122
31 H 3.8324 -0.3186 -2.7624  0.077
32 H 3.9860 0.5387 -1.2027  0.064
33 C 0.8231 -3.7206 -2.4924  -0.078
34 H 0.6546 -3.8020 -1.4118  0.055
35 H -0.0063 -4.2506 -2.9801  0.104
36 H 1.7503 -4.2549 -2.7398  0.087
37 C -0.5679 -1.8184 -3.3882  -0.081
38 H -1.2539 -1.7726 -2.5405  0.033
39 H -0.5680 -0.8412 -3.8931  0.086
40 H -0.9703 -2.5789 -4.0790  0.119
41 C 1.8262 -1.9767 -4.1224  -0.047
42 H 2.4554 -1.0943 -3.9538  0.059
43 H 2.4625 -2.8488 -4.3209  0.096
44 H 1.2577 -1.7700 -5.0434  0.104
45 C -2.5861 -0.4452 3.9377  -0.079
46 H -3.1924 -0.9687 4.6915  0.115
47 H -1.6595 -1.0210 3.7952  0.053
48 H -2.3112 0.5351 4.3470  0.080
49 C -3.6742 -1.7441 2.0887  -0.085
50 H -4.1454 -1.7323 1.0994  0.083
51 H -2.7748 -2.3728 2.0294  0.051
52 H -4.3729 -2.2402 2.7818  0.113
53 C -4.7288 0.3931 2.8531  -0.061
54 H -5.1159 0.8424 1.9292  0.084
55 H -5.4687 -0.3454 3.1928  0.107
56 H -4.6688 1.1613 3.6339  0.084
57 C -1.6104 3.2986 0.7661  -0.081
58 H -2.5088 3.4410 0.1512  0.092
59 H -1.2797 4.2905 1.1192  0.119
60 H -0.8079 2.9138 0.1198  0.044
61 C -0.6244 2.3334 2.8895  -0.087
62 H 0.2907 2.6326 2.3569  0.064
63 H -0.7575 3.0131 3.7459  0.109
64 H -0.4203 1.3289 3.2975  0.054
65 C -3.0491 3.0212 2.7580  -0.074
66 H -3.9782 2.9935 2.1738  0.091
67 H -3.1960 2.5502 3.7369  0.080
68 H -2.7955 4.0764 2.9434  0.115
69 Hf -0.1079 -0.3766 0.5740  1.228
70 C -1.1444 -2.1211 -0.2582  -0.142
71 O -1.8155 -3.0067 -0.6490  0.166
72 N 1.3525 1.0449 0.4234  -0.031
73 C 1.7391 1.4996 -0.7000  -0.321
74 C 2.5613 2.8122 -0.8282  -0.529
75 C 3.0739 3.0080 -2.2487  -0.041
76 C 1.6157 3.9811 -0.5390  -0.037
77 C 3.7173 2.7885 0.2047  -0.012
78 H 3.7238 2.1932 -2.5829  0.082
79 H 2.2278 3.1147 -2.9387  0.083
80 H 3.6599 3.9355 -2.2868  0.114
81 H 1.1881 3.9337 0.4721  0.073
82 H 2.1649 4.9292 -0.6204  0.116
83 H 0.7986 4.0013 -1.2718  0.087
84 H 4.6703 3.0651 -0.2633  0.103
85 H 3.5259 3.5095 1.0106  0.097
86 H 3.8364 1.8078 0.6823  0.069
87 C -0.4807 -4.8957 3.1879  -0.040
88 C 0.4490 -3.7622 3.6723  -0.156
89 C 0.4666 -2.6123 2.8274  -0.061
90 N 0.4645 -1.6498 2.1599  0.087
91 H -1.5072 -4.5333 3.0519  0.081
92 H -0.4955 -5.6836 3.9400  0.103
93 H -0.1142 -5.3219 2.2473  0.093
94 H 0.1394 -3.4140 4.6703  0.159
95 H 1.4844 -4.1335 3.7230  0.158

As for the total charge: +3. The value obtained for the gap between HOMO and LUMO is 6.8314 eV.


[4]
The following is a quantum chemistry calculation of a molecular structure, C21H12Br2Cl8GeHgN2O3, from OMol25.

Last column: natural (NBO) charge in e.
Positions of all 50 atoms, in Å:
1 Hg 0.4764 -1.1271 -0.3512  1.469
2 O -2.2521 3.7337 -0.6728  -0.726
3 C -2.8131 3.0724 -1.6954  0.431
4 C -3.9898 3.5937 -2.2371  -0.325
5 C -4.6021 2.9851 -3.3159  -0.192
6 C -4.0509 1.8423 -3.8832  -0.276
7 C -2.9035 1.3004 -3.3337  -0.129
8 C -2.2727 1.8885 -2.2400  -0.236
9 C -1.1003 1.1979 -1.6410  0.615
10 O -0.7923 0.0333 -2.0576  -0.809
11 N -0.4328 1.8771 -0.7149  -0.520
12 N 0.6047 1.1675 -0.1786  -0.382
13 C 1.2604 1.7034 0.7796  0.106
14 C 2.3498 1.0525 1.4776  -0.235
15 C 2.7901 1.6408 2.6719  -0.154
16 C 3.7845 1.0847 3.4460  -0.319
17 C 4.3856 -0.1019 3.0143  -0.209
18 C 3.9984 -0.6989 1.8388  -0.266
19 C 2.9686 -0.1620 1.0192  0.391
20 O 2.6498 -0.7685 -0.0754  -0.840
21 H -1.4423 3.1884 -0.4183  0.503
22 H -4.4063 4.4783 -1.7699  0.202
23 H -5.5257 3.3976 -3.7070  0.191
24 H -4.5266 1.3610 -4.7278  0.202
25 H -2.4838 0.3877 -3.7379  0.248
26 H 0.9797 2.7079 1.1102  0.162
27 H 2.3043 2.5556 2.9995  0.192
28 H 4.0824 1.5395 4.3829  0.193
29 H 5.1656 -0.5590 3.6146  0.192
30 H 4.4557 -1.6220 1.5035  0.206
31 Br 1.8787 -2.7763 -2.8536  0.051
32 C 1.3953 -1.2786 -3.9729  -0.523
33 Br 2.7699 0.0663 -3.9733  0.007
34 H 0.4857 -0.8362 -3.5884  0.275
35 H 1.2699 -1.6475 -4.9807  0.221
36 Cl -1.6597 -0.0251 2.0595  0.018
37 C -0.5375 -1.2179 2.6302  0.026
38 C 0.1842 -1.9494 1.6932  -0.509
39 C 1.0387 -2.9220 2.1980  -0.075
40 Cl 1.9520 -3.8751 1.0780  0.022
41 C 1.1947 -3.1554 3.5617  -0.096
42 Cl 2.2710 -4.3738 4.1391  0.018
43 C 0.4754 -2.3832 4.4694  -0.085
44 Cl 0.6753 -2.6286 6.1645  0.017
45 C -0.4026 -1.4092 4.0035  -0.135
46 Cl -1.3034 -0.4587 5.1260  0.020
47 Cl -1.9292 -2.6157 -4.0930  -0.602
48 Ge -1.8918 -2.6541 -1.7676  0.819
49 Cl -2.6038 -4.8676 -1.5966  -0.596
50 Cl -3.9244 -1.7417 -1.3977  -0.557

As for the total charge: -2. The value obtained for the gap between HOMO and LUMO is 6.4539 eV.


[5]
The following is a quantum chemistry calculation of a molecular structure, C16H25F2KNO5S, from OMol25.

Last column: natural (NBO) charge in e.
Positions of all 51 atoms, in Å:
1 K 0.3510 -0.6266 -0.9458  0.869
2 C -3.0358 -0.1635 -1.2927  -0.078
3 C -2.5344 1.2293 -1.5963  -0.103
4 O -1.2651 1.1433 -2.2172  -0.566
5 C -0.6378 2.4250 -2.2889  -0.138
6 C 0.7896 2.2691 -2.7674  -0.079
7 O 1.6329 1.5546 -1.8796  -0.559
8 C 1.8557 2.2384 -0.6465  -0.130
9 C 2.8927 1.4789 0.1366  -0.086
10 O 2.4268 0.2019 0.5578  -0.554
11 C 2.0853 0.0804 1.9275  -0.077
12 C 0.7083 0.6030 2.2674  -0.122
13 O -0.2730 -0.2570 1.6995  -0.565
14 C -1.5527 0.3568 1.6800  -0.124
15 C -2.5411 -0.5843 1.0317  -0.081
16 O -2.2599 -0.8563 -0.3323  -0.547
17 H -2.9918 -0.7683 -2.2005  0.203
18 H -4.0793 -0.1027 -0.9587  0.165
19 H -2.4553 1.8303 -0.6823  0.197
20 H -3.2536 1.7270 -2.2638  0.163
21 H -0.6730 2.9022 -1.3041  0.240
22 H -1.1790 3.0626 -3.0022  0.162
23 H 1.1857 3.2806 -2.9283  0.172
24 H 0.8187 1.7143 -3.7067  0.193
25 H 0.9219 2.3268 -0.0781  0.216
26 H 2.2053 3.2603 -0.8394  0.183
27 H 3.1912 2.0796 1.0019  0.180
28 H 3.7667 1.2969 -0.4943  0.188
29 H 2.8105 0.6164 2.5523  0.167
30 H 2.1380 -0.9864 2.1544  0.200
31 H 0.5774 1.6241 1.8988  0.231
32 H 0.5933 0.6281 3.3606  0.163
33 H -1.4842 1.3203 1.1572  0.216
34 H -1.8880 0.5641 2.7076  0.163
35 H -3.5452 -0.1558 1.1385  0.167
36 H -2.5107 -1.5467 1.5491  0.195
37 S 0.9571 -3.2574 -2.6410  -0.496
38 C 0.8562 -3.9959 -1.0860  0.073
39 C 1.0349 -5.3946 -0.9258  -0.289
40 C 0.9485 -5.9629 0.3227  -0.184
41 C 0.6807 -5.1583 1.4311  -0.334
42 C 0.5191 -3.8058 1.2012  0.035
43 N 0.6040 -3.2319 0.0011  -0.536
44 H 1.2393 -5.9900 -1.8043  0.214
45 H 1.0878 -7.0325 0.4410  0.195
46 H 0.6037 -5.5651 2.4309  0.197
47 H 0.3068 -3.1285 2.0254  0.177
48 F -0.0695 4.7252 -0.0468  -0.475
49 C -0.6028 3.7898 0.9187  0.021
50 F 0.4323 3.8345 1.9409  -0.479
51 H -1.3891 4.4065 1.3951  0.056

As for the total charge: -1. The value obtained for the gap between HOMO and LUMO is 6.0638 eV.


Calculated max |F| in order - 0.6; 2.0; 8.7; 1.3; 0.6 eV/Å